A structure of composition C37H30CrO7 at a distorted geometry. Source: the Open Molecules 2025 dataset; level of theory: the ωB97M-V functional and the def2-TZVPD basis.

XYZ file:
```
75
Properties=species:S:1:pos:R:3:forces:R:3:lowdin_spin:R:1
O 5.891053 1.320228 4.907901 0.09 0.20 0.09 -0.001
C 5.514658 0.888315 3.922804 -0.04 -0.47 0.49 -0.002
Cr 4.908042 0.217114 2.299992 -0.13 -0.02 -0.65 0.086
C 3.371552 -0.517333 3.057169 0.36 -0.11 0.46 -0.001
O 2.425277 -0.964910 3.507101 -0.35 -0.10 0.03 -0.003
C 5.823402 -1.392500 2.463012 -0.08 -0.07 0.70 -0.002
O 6.387023 -2.379728 2.542566 0.17 -0.25 -0.15 -0.002
C 6.343092 1.215580 1.031510 0.37 0.37 -0.33 0.001
C 5.492351 2.187919 1.621412 -0.06 -0.18 -0.23 -0.005
C 4.085429 2.060533 1.546299 -0.13 0.49 -0.28 0.013
C 3.507814 0.968999 0.823165 1.33 0.28 -0.07 0.019
C 2.107049 0.829281 0.763939 -2.40 -0.51 0.25 0.183
C 0.906290 0.625120 0.969487 3.31 0.63 -0.59 0.017
C -0.333399 0.335163 1.460472 -0.83 -0.08 0.38 0.275
C -0.624947 -1.073912 1.658250 -0.17 -0.36 -0.20 0.011
C 0.241304 -2.057558 1.141105 -0.07 0.39 -0.12 0.063
C -0.006639 -3.396252 1.310729 0.08 -0.05 -0.06 -0.005
C -1.119882 -3.802596 2.016008 -0.20 -0.39 0.05 0.076
C -1.993377 -2.864967 2.532202 -0.13 -0.24 0.16 -0.005
C -1.751133 -1.529124 2.353260 -1.12 1.71 0.66 0.060
C -1.159979 1.464964 1.849167 -0.26 0.31 0.01 0.010
C -0.794730 2.771842 1.470299 0.10 -0.42 -0.09 0.062
C -1.565849 3.858382 1.798278 0.12 0.05 -0.04 -0.005
C -2.719664 3.682353 2.533175 -0.32 0.24 0.10 0.073
C -3.113231 2.413483 2.913439 -0.22 0.14 0.17 -0.005
C -2.350127 1.328080 2.573194 -0.28 -2.10 0.36 0.060
C 4.375701 0.003091 0.218248 -0.18 0.06 -0.62 0.017
C 5.780524 0.123863 0.322707 -0.22 0.43 0.06 -0.005
H 7.429240 1.319897 1.107458 -0.50 -0.08 0.03 0.000
H 5.926794 3.031921 2.162013 -0.15 -0.40 -0.08 0.000
H 3.430178 2.789764 2.030795 0.29 -0.32 -0.21 0.000
H 1.115969 -1.751067 0.598587 0.28 0.13 -0.10 0.004
H 0.670187 -4.128941 0.902466 0.13 -0.09 -0.04 -0.002
H -1.305929 -4.851927 2.159883 -0.07 -0.24 0.06 0.004
H -2.853321 -3.185569 3.092635 -0.22 -0.07 0.12 -0.002
H -2.446579 -0.671188 2.778883 2.11 -6.13 -1.09 0.004
H 0.082531 2.912349 0.866596 0.30 0.03 -0.09 0.003
H -1.275503 4.845039 1.475646 0.08 0.13 -0.02 -0.002
H -3.317206 4.536346 2.797752 -0.17 0.18 0.09 0.004
H -4.013357 2.281203 3.487198 -0.21 -0.04 0.13 -0.002
H -2.630984 0.211852 2.849855 -0.53 6.57 -0.04 0.004
H 3.936990 -0.806088 -0.365783 0.13 0.14 0.33 0.001
H 6.429943 -0.625400 -0.137818 -0.27 0.24 0.28 0.000
C 1.377770 -1.469361 -4.507519 0.00 0.59 -0.05 0.001
C 0.310053 -1.894212 -3.534111 0.41 -1.28 0.19 0.029
O -0.787248 -0.910823 -3.344393 -1.72 -7.24 -4.37 0.428
C -1.912905 -1.527343 -2.682314 -1.52 -3.14 0.67 0.055
C -2.508383 -0.587234 -1.764430 0.17 0.13 -0.44 0.231
C -1.666462 0.573668 -1.633558 -2.03 2.52 1.74 0.049
O -1.947095 1.592277 -0.998353 1.92 -2.38 -2.21 0.146
O -0.503978 0.428017 -2.491194 1.43 7.04 4.74 0.442
C -0.212702 1.688745 -3.228027 -0.35 1.23 -0.06 0.028
C 0.959272 1.592317 -4.163503 0.15 -0.66 -0.05 0.002
C -3.845744 -0.719424 -1.259099 1.00 0.09 -0.37 0.078
C -4.540991 0.365718 -0.704601 -0.26 0.80 0.30 0.097
C -5.885010 0.267909 -0.423188 0.29 0.39 0.05 0.002
C -6.566363 -0.914308 -0.659536 -0.30 -0.03 0.09 0.142
C -5.890265 -2.006019 -1.173821 0.23 -0.33 -0.19 0.002
C -4.552248 -1.911837 -1.465851 -0.36 -0.86 -0.38 0.095
O -2.253479 -2.702693 -2.834110 1.93 3.14 -0.60 0.125
H 1.983962 -2.310476 -4.848698 -0.31 -0.19 0.23 0.001
H 0.931409 -1.011873 -5.391283 0.06 -0.17 -0.02 0.000
H 2.064985 -0.755967 -4.054900 -0.05 -0.11 -0.11 0.000
H -0.187069 -2.817262 -3.875965 -0.01 0.54 0.11 0.015
H 0.710529 -2.105718 -2.535297 -0.09 0.18 -0.11 0.002
H -1.139359 1.979799 -3.737706 0.16 -0.22 0.03 0.000
H -0.027245 2.449568 -2.458893 -0.08 -0.45 0.07 0.016
H 1.257891 2.559939 -4.569463 -0.35 0.12 0.27 0.000
H 1.825006 1.185038 -3.643232 0.03 0.13 0.02 0.000
H 0.732061 0.948284 -5.010320 0.03 0.15 0.02 0.001
H -4.021490 1.300296 -0.575287 -0.08 0.07 0.16 0.005
H -6.425771 1.127865 -0.061049 0.04 0.11 0.11 -0.002
H -7.627047 -0.981824 -0.466395 -0.06 0.03 0.04 0.007
H -6.421808 -2.918500 -1.391031 -0.01 -0.13 0.05 -0.002
H -4.036861 -2.738210 -1.925928 -0.19 -0.09 0.20 0.005
```
Positions in Å, forces in eV/Å.

Multiplicity: 4
HOMO (alpha / beta), eV: -9.16 / -9.73
<S²>: 3.83
LUMO energy (alpha / beta), eV: -2.74 / -6.30
Net charge: +1
Orbital gap (alpha / beta), eV: 6.4216 / 3.4339

=====

A structure of composition C37H30F5IN3O3PV at a distorted geometry. Source: the Open Molecules 2025 dataset; level of theory: the ωB97M-V functional and the def2-TZVPD basis.

XYZ file:
```
81
Properties=species:S:1:pos:R:3:forces:R:3:lowdin_spin:R:1
V -0.201697 -0.295899 -0.411484 -1.04 0.62 2.32 2.011
I -1.558211 2.123802 -1.049300 -0.32 0.25 -0.31 -0.020
C -3.513875 1.368588 -1.298384 0.24 0.01 -0.04 0.007
C -4.105875 1.579078 -2.507048 0.27 0.08 0.03 -0.001
C -5.469289 1.273445 -2.664345 -0.18 -0.02 0.03 0.001
C -6.187752 0.845273 -1.588191 0.03 0.02 -0.10 -0.001
C -5.570398 0.606980 -0.337000 0.23 0.05 -0.02 0.000
C -6.347854 0.198176 0.765509 -0.06 -0.05 0.10 -0.001
C -5.760885 -0.022100 1.974929 -0.10 0.00 -0.01 -0.001
C -4.365818 0.066051 2.091083 0.04 0.10 -0.23 -0.004
C -3.537103 0.424821 1.048815 0.16 -0.12 0.31 -0.009
P -1.670330 0.146742 1.423846 -1.50 0.21 0.42 -0.041
C -1.965881 -1.572183 2.069709 0.07 -0.03 -0.37 -0.004
C -1.604287 -2.456478 1.059559 -0.04 0.24 0.32 -0.001
C -1.769178 -3.823518 1.163633 0.01 -0.12 -0.08 0.000
C -2.299969 -4.340719 2.335181 0.04 0.03 -0.05 0.000
C -2.624713 -3.482604 3.375020 -0.07 0.04 0.03 0.000
C -2.459482 -2.109909 3.251762 -0.31 -0.27 -0.05 -0.001
C -1.381617 1.744265 2.315795 0.13 -0.17 0.08 -0.001
C -2.389478 2.437162 2.978372 0.04 -0.07 0.04 -0.001
C -2.139129 3.681999 3.542250 -0.03 0.08 0.06 0.000
C -0.892664 4.270546 3.425827 0.03 -0.03 0.00 -0.001
C 0.113741 3.599931 2.743558 -0.01 0.01 -0.05 0.000
C -0.123965 2.348842 2.202281 0.02 0.01 0.01 0.001
C -4.161349 0.796257 -0.177972 -0.11 -0.02 0.03 0.001
H -3.541776 1.993465 -3.331442 -0.01 0.01 0.01 0.000
H -5.940976 1.424604 -3.625218 -0.01 0.02 0.01 0.000
H -7.255289 0.684100 -1.670158 0.01 -0.04 -0.02 0.000
H -7.415643 0.075189 0.634615 0.00 0.00 -0.01 0.000
H -6.352131 -0.306969 2.835200 -0.01 0.01 -0.01 0.000
H -3.935945 -0.169997 3.052120 -0.01 -0.08 0.03 0.000
H -1.138336 -2.042678 0.170925 -0.17 -0.58 -0.22 0.001
H -1.489561 -4.470703 0.343226 0.02 0.01 0.01 0.000
H -2.448337 -5.406412 2.444298 0.02 0.00 -0.01 0.000
H -3.016420 -3.887596 4.299066 0.01 0.03 0.01 0.000
H -2.712047 -1.491366 4.102008 -0.13 -0.09 -0.09 0.000
H -3.380673 2.021808 3.072440 0.01 0.02 -0.03 0.000
H -2.930988 4.193723 4.073653 -0.01 -0.02 -0.01 0.000
H -0.696805 5.239436 3.865658 -0.04 0.01 0.00 0.000
H 1.093317 4.050027 2.640095 0.00 -0.02 0.01 0.000
H 0.681476 1.835707 1.693796 0.03 -0.05 0.09 0.001
C 4.456746 -1.351589 3.132632 0.11 -0.04 -0.10 0.000
C 3.179139 -0.629931 2.768615 0.34 0.06 -0.07 0.001
O 3.198623 0.202855 1.880611 -0.17 0.09 -0.69 0.001
C 1.988765 -0.874949 3.583790 -0.81 0.03 -0.14 0.002
C 2.194262 -1.315075 4.899713 0.07 0.09 -0.19 0.000
C 1.181447 -1.372673 5.824650 -0.13 -0.07 0.28 0.003
C -0.085856 -0.953756 5.447844 0.10 -0.01 0.02 0.000
C -0.333028 -0.566796 4.150398 0.40 0.43 -0.07 0.002
C 0.660711 -0.559799 3.148108 0.04 -0.35 0.26 -0.002
O 0.286474 -0.336726 1.880438 0.64 0.18 -0.02 0.006
H 5.197716 -1.199774 2.350023 -0.07 0.04 -0.02 0.000
H 4.290285 -2.416388 3.288858 0.02 -0.01 0.07 0.000
H 4.853411 -0.924746 4.055725 0.05 -0.07 -0.02 0.000
H 3.195712 -1.578695 5.211856 -0.05 -0.01 -0.02 0.000
H 1.375417 -1.712391 6.832571 0.01 0.03 0.00 0.000
H -0.889983 -0.943248 6.172787 -0.04 0.01 0.00 0.000
H -1.324894 -0.245834 3.884721 0.35 0.23 0.28 0.000
F 0.636780 -1.269951 -2.990324 0.00 -0.01 -0.09 -0.004
C -0.497240 -0.728143 -2.396256 -0.22 -0.50 -1.58 -0.008
F -0.876691 0.256651 -3.277401 -0.09 -0.03 0.02 0.004
C -1.573455 -1.809735 -2.474528 -0.52 -0.30 -0.07 0.003
F -1.090914 -2.971575 -2.005773 0.02 0.00 -0.06 0.002
F -2.126060 -2.035414 -3.658322 0.26 0.08 -0.13 0.000
F -2.583060 -1.433570 -1.642767 0.01 0.01 -0.02 0.010
C 3.670840 -2.506222 -1.313122 -0.03 -0.35 0.05 0.000
N 3.284990 -1.100464 -1.272341 -0.27 -0.01 0.35 0.002
C 4.120011 -0.093154 -1.612595 0.04 0.41 -0.01 0.006
C 3.728135 1.199377 -1.558968 0.09 0.00 -0.08 -0.001
C 2.396617 1.487340 -1.151388 0.26 0.09 0.04 0.008
N 1.573666 0.481055 -0.868452 0.94 0.39 0.20 0.005
C 2.032009 -0.791815 -0.834001 1.08 -0.12 -0.56 0.010
O 1.226481 -1.675812 -0.474076 0.28 -0.31 0.14 0.008
N 1.985307 2.748553 -1.035258 0.03 -0.19 -0.20 0.007
H 4.714426 -2.582611 -1.602621 0.01 0.07 0.01 0.000
H 3.050245 -3.039112 -2.031844 -0.01 0.06 -0.01 0.000
H 3.524133 -2.955181 -0.332088 0.04 0.05 -0.02 0.000
H 5.118398 -0.373548 -1.915736 -0.02 -0.06 -0.02 0.000
H 4.408804 1.996516 -1.814211 0.02 -0.03 0.01 0.000
H 2.579980 3.496286 -1.346241 0.00 0.04 0.06 0.000
H 1.046274 2.972962 -0.761535 -0.04 0.01 0.12 0.000
```
Positions in Å, forces in eV/Å.

Multiplicity: 3
HOMO (alpha / beta), eV: -10.26 / -10.30
<S²>: 2.04
LUMO energy (alpha / beta), eV: -3.22 / -3.09
Net charge: +1
Orbital gap (alpha / beta), eV: 7.0386 / 7.2156
Relative energy (zero: lowest compared OMol25 entry of this formula, charge and spin), kcal per mole: 93.10

=====

A structure of composition C37H30N6SSiZr at a distorted geometry. Source: the Open Molecules 2025 dataset; level of theory: the ωB97M-V functional and the def2-TZVPD basis.

XYZ file:
```
76
Properties=species:S:1:pos:R:3:forces:R:3:lowdin_charge:R:1
Zr 0.027690 0.102389 0.052143 -0.26 -0.91 -1.02 1.421
N -3.118079 -3.134475 -0.393816 -0.06 -0.05 -0.17 0.122
C -2.078954 -2.343038 -0.130441 0.26 -0.03 0.25 -0.819
S -1.439271 -1.397628 -1.452958 0.31 0.42 0.55 0.670
N -1.612525 -2.339320 1.089888 -0.44 -0.43 0.35 0.004
N -0.545881 -1.535492 1.320589 0.07 -0.68 0.53 -0.165
C 0.138099 -1.734872 2.427664 -0.58 -0.33 -0.43 -0.146
C -0.219365 -2.754828 3.419646 -0.07 -0.07 0.09 -0.175
C 0.754182 -3.640235 3.898650 -0.03 0.08 -0.15 -0.035
C 0.412808 -4.628037 4.803188 0.02 -0.09 0.07 -0.050
C -0.894471 -4.734071 5.257013 0.00 0.03 -0.03 -0.042
C -1.868425 -3.865039 4.782510 -0.02 0.04 0.03 -0.046
C -1.541301 -2.889118 3.860085 0.14 0.11 0.06 -0.020
C 1.369509 -0.944438 2.553620 0.47 0.33 0.24 -0.205
C 2.135370 -0.928314 3.711267 -0.32 0.01 -0.09 0.035
C 3.357615 -0.277439 3.712341 0.10 0.18 -0.13 0.020
C 3.778584 0.377135 2.563934 0.01 -0.09 0.21 -0.008
C 2.922681 0.412085 1.485368 -0.03 0.08 -0.22 -0.118
N 1.746891 -0.229762 1.461558 0.31 -0.27 0.32 -0.046
H -3.461728 -3.220015 -1.333607 -0.04 -0.01 0.00 0.103
H -3.482929 -3.746482 0.317891 0.04 0.03 0.06 0.126
H 1.768744 -3.584684 3.525069 0.03 -0.01 0.03 0.120
H 1.165976 -5.320760 5.153223 0.00 0.01 0.00 0.117
H -1.156499 -5.495708 5.978960 0.01 -0.02 -0.02 0.119
H -2.889500 -3.953081 5.127871 0.01 0.01 0.02 0.117
H -2.296591 -2.214236 3.489583 -0.06 0.00 0.00 0.112
H 1.762443 -1.411426 4.601098 0.03 -0.06 -0.01 0.134
H 3.972274 -0.272818 4.602362 -0.01 -0.02 0.01 0.136
H 4.737591 0.871824 2.517052 -0.03 0.06 -0.02 0.129
H 3.184311 0.971061 0.594370 -0.01 0.00 0.00 0.121
C 3.644743 -0.628616 -2.692795 0.02 0.06 -0.12 0.000
C 2.715846 -0.702731 -1.657350 0.05 -0.05 0.10 -0.101
N 1.643199 0.076869 -1.594289 0.10 0.37 -0.09 -0.036
C 1.407280 0.941825 -2.618014 0.14 0.07 -0.27 -0.142
C 2.289028 1.083228 -3.701893 -0.12 -0.07 0.27 -0.117
C 3.444157 0.280269 -3.704390 -0.03 -0.03 0.08 0.052
C 1.972711 2.001700 -4.750302 -0.06 0.13 -0.13 0.013
C 0.812493 2.694123 -4.735644 0.12 0.00 -0.09 0.018
C -0.136531 2.520505 -3.679636 0.03 -0.13 0.28 -0.113
C -1.403571 3.134924 -3.677522 -0.05 -0.05 0.10 0.056
C -2.303219 2.824169 -2.688811 0.05 0.14 -0.14 0.015
C -1.913915 1.966891 -1.663075 0.04 0.00 0.14 -0.126
N -0.698128 1.436209 -1.588373 -0.15 0.45 -0.68 -0.114
C 0.169665 1.668294 -2.609136 0.02 0.23 -0.25 -0.153
H 4.508478 -1.277253 -2.690498 -0.02 -0.03 0.04 0.127
H 2.847925 -1.417711 -0.853872 0.01 0.04 0.03 0.124
H 4.160501 0.372853 -4.511080 -0.02 -0.01 -0.02 0.140
H 2.672917 2.115213 -5.567474 0.00 0.01 0.01 0.133
H 0.566340 3.374998 -5.540025 0.01 0.00 -0.01 0.134
H -1.669448 3.825981 -4.467472 0.00 -0.04 -0.04 0.140
H -3.300438 3.239030 -2.691661 0.00 0.00 0.06 0.132
H -2.611548 1.699442 -0.881508 0.02 0.04 0.05 0.116
C -1.777270 5.979608 -0.050890 -0.02 0.01 0.03 -0.071
C -0.594444 5.276330 -0.241189 0.08 0.02 -0.07 -0.080
C -0.454038 4.010839 0.302927 -0.05 -0.10 0.08 -0.160
C -1.475064 3.415207 1.052000 0.09 -0.26 0.17 -0.376
C -2.650789 4.143360 1.234310 -0.07 -0.15 -0.02 -0.103
C -2.805130 5.410505 0.686630 0.00 0.06 -0.04 -0.066
Si -1.200461 1.708664 1.869696 -0.02 1.43 0.44 0.657
C -0.015734 2.074396 3.320323 -0.11 -0.20 -0.18 -0.353
C 1.211576 2.705055 3.104656 -0.09 0.03 -0.03 -0.141
C 2.015929 3.098665 4.163042 0.09 0.01 -0.04 -0.084
C 1.617312 2.844203 5.467930 0.02 -0.04 0.05 -0.073
C 0.415852 2.192146 5.705022 0.00 0.00 0.03 -0.071
C -0.394166 1.821309 4.640799 -0.08 -0.16 -0.09 -0.111
H -1.886817 6.975213 -0.460058 -0.02 -0.01 -0.02 0.111
H 0.215291 5.721449 -0.807088 0.00 0.00 0.03 0.108
H 0.484750 3.475799 0.156853 0.02 0.06 -0.07 0.079
H -3.458554 3.715674 1.817509 -0.01 0.03 0.01 0.100
H -3.723234 5.960471 0.847262 0.00 -0.01 0.01 0.112
H -2.497119 1.371492 2.534139 0.11 -0.26 -0.25 -0.016
H 1.520394 2.942864 2.089771 0.06 0.04 0.05 0.081
H 2.947629 3.618241 3.972648 -0.02 0.01 0.01 0.111
H 2.232516 3.166439 6.297878 0.01 -0.01 -0.01 0.111
H 0.096592 1.992457 6.719679 0.00 0.02 0.00 0.111
H -1.347055 1.342525 4.838046 0.00 0.01 0.05 0.095
```
Positions in Å, forces in eV/Å.

HOMO, eV: -13.13
LUMO energy, eV: -6.98
Net charge: +2
Orbital gap, eV: 6.1528
Relative energy (zero: lowest compared OMol25 entry of this formula, charge and spin), kcal per mole: 18.02

=====

net charge of number 1 (C37H30CrO7)? +1

=====

What is the formula in the second record? C37H30F5IN3O3PV

=====

The highest net charge belongs to which entry? C37H30N6SSiZr